# 1
Below is an isolated molecule of C6H10N2 in a non-equilibrium geometry, with properties calculated with ωB97M-V/def2-TZVPD.

## Properties
- HOMO level (eV) = -8.847
- charge = 0
- spin multiplicity = 1
- SMILES = C[C@@]12CC[C@H]1N=CN2

Each line ends with the Mulliken charge.
Element x y z (Å)
C 0.183 1.402 0.997  -1.21
C 0.176 0.557 -0.302  0.53
C 1.683 0.301 -0.731  -0.82
C 1.661 -0.908 0.248  -0.60
C 0.136 -0.899 0.028  0.30
N -1.151 -1.159 0.584  -0.72
C -1.875 -0.293 -0.037  -0.26
N -1.217 0.590 -0.909  -0.46
H 1.192 1.258 1.457  0.28
H -0.543 0.982 1.711  0.36
H 0.079 2.495 0.766  0.35
H 1.912 -0.020 -1.747  0.33
H 2.385 1.024 -0.432  0.35
H 1.968 -0.561 1.318  0.20
H 2.207 -1.823 0.003  0.36
H 0.052 -1.486 -0.919  0.25
H -2.919 -0.324 0.076  0.50
H -1.557 1.469 -1.179  0.28

Atoms 1-2, force components in eV/Å:
1.180 0.128 -0.212
-0.672 -0.362 0.101



# 2
Below is a cluster of 2 separate species, HN3O3S in total in a non-equilibrium geometry, with properties calculated with ωB97M-V/def2-TZVPD.

## Properties
- HOMO level (spin up / spin down) (eV) = 1.082 / 1.081
- charge = -2
- spin multiplicity = 1

Each line ends with the Mulliken charge.
Element x y z (Å)
N 1.333 1.533 -1.492  -0.45
N 0.284 0.982 -1.104  -0.04
N 0.734 -0.297 0.292  -0.36
O -0.928 -2.233 0.250  -0.74
O -1.779 -0.042 0.975  -0.71
O -0.122 -1.242 2.341  -0.72
S -0.604 -0.953 0.950  0.88
H 1.080 2.251 -2.212  0.13

Atoms 1-2, force components in eV/Å:
-1.223 -1.132 0.915
1.738 -1.274 1.515



# 3
Below is a cluster of 3 separate species, C5H12O3 in total, with properties calculated with ωB97M-V/def2-TZVPD.

## Properties
- HOMO level (eV) = -8.437
- charge = 0
- spin multiplicity = 1
- SMILES = C=C(O)/C=C/C.O.O

Each line ends with the Mulliken charge.
Element x y z (Å)
C -1.012 2.168 0.032  -1.06
C -0.540 0.935 0.214  0.86
O -1.278 -0.010 0.862  -0.61
C 0.758 0.540 -0.354  -0.46
C 1.218 -0.696 -0.540  0.01
C 2.546 -0.946 -1.212  -1.24
H -1.892 2.527 0.542  0.30
H -0.534 2.832 -0.665  0.25
H -0.718 -0.472 1.516  0.36
H 1.291 1.360 -0.817  0.15
H 0.617 -1.564 -0.294  0.47
H 2.377 -1.566 -2.094  0.31
H 3.266 -1.407 -0.537  0.29
H 2.947 0.004 -1.563  0.32
O 0.863 -0.574 2.534  -0.70
H 1.332 -1.197 3.094  0.30
H 1.370 -0.439 1.704  0.43
O -2.307 -0.637 -1.796  -0.61
H -2.295 -0.993 -0.899  0.32
H -3.238 -0.648 -2.077  0.28

Atoms 1-2, force components in eV/Å:
-0.062 -0.150 0.208
0.091 0.279 -0.238



# 4
Below is a structure of composition C15H16F3HgN5O2 in a non-equilibrium geometry, with properties calculated with ωB97M-V/def2-TZVPD.

## Properties
- HOMO level (spin up / spin down) (eV) = -1.841 / -5.733
- charge = -1
- spin multiplicity = 2

Each line ends with the Löwdin spin population.
Element x y z (Å)
Hg 2.547 -1.548 -1.134  0.04
O 1.280 1.128 1.759  0.06
C 1.480 0.141 1.026  0.05
N 1.840 0.266 -0.215  0.01
C 2.114 1.598 -0.773  0.00
C 0.962 2.125 -1.625  0.00
C -0.375 2.091 -1.144  0.00
C -1.362 2.466 -1.956  0.00
C -1.000 3.006 -3.178  0.00
C 0.299 3.117 -3.531  0.00
N 1.316 2.636 -2.783  0.00
C 1.157 -1.260 1.561  0.20
C 0.595 -1.393 2.862  0.01
C 0.227 -2.647 3.279  0.20
C 0.670 -3.751 2.504  0.07
C 1.240 -3.573 1.258  0.07
N 1.490 -2.309 0.694  0.25
H 3.035 1.577 -1.447  0.00
H 2.265 2.314 -0.013  0.00
H -0.498 1.578 -0.182  0.00
H -2.399 2.373 -1.690  0.00
H -1.830 3.288 -3.877  0.00
H 0.628 3.681 -4.443  0.00
H 0.335 -0.557 3.383  -0.01
H -0.491 -2.818 4.042  0.02
H 0.414 -4.705 2.738  0.00
H 1.410 -4.403 0.573  0.00
C -2.822 -0.488 0.563  0.00
N -3.604 0.515 1.234  0.00
C -3.155 1.734 1.680  0.00
N -1.798 1.983 1.650  0.00
O -3.957 2.611 2.049  0.00
H -3.609 -1.190 0.120  0.00
H -2.184 -1.051 1.292  0.00
H -2.183 -0.050 -0.250  0.00
H -4.615 0.445 1.265  0.00
H -1.153 1.201 1.587  0.00
H -1.332 2.733 2.129  0.00
F 2.262 -3.237 -3.487  0.00
C 3.165 -2.923 -2.531  0.00
F 3.313 -4.064 -1.840  0.00
F 4.321 -2.641 -3.148  0.00

Atoms 1-2, force components in eV/Å:
-0.966 1.356 0.092
-0.372 0.614 0.650



So what do the calculations give for relative energy (zero: lowest compared OMol25 entry of this formula, charge and spin)? Going down the list: 276.88, 362.16, 168.55, 9.49 kJ/mol.
So what do the calculations give for E_tot? Going down the list: -344.031256, -788.601026, -423.389646, -1458.517466 a.u..